DFT (ωB97M-V/def2-TZVPD) results for an isolated molecule of C3H7NO2.

Bonds (Å) are listed after each position.
Element x y z (Å)
1 O -1.40514 -0.40292 1.42492  C2 1.400, H7 0.974
2 C -1.11705 -0.64091 0.07590  O1 1.400, C3 1.540, H8 1.094, H9 1.103
3 C -0.54567 0.59593 -0.64186  C2 1.540, N4 1.464, H10 1.097, H11 1.095
4 N 0.91772 0.56011 -0.67615  C3 1.464, C5 1.353, H12 1.007
5 C 1.66211 0.08059 0.34626  N4 1.353, O6 1.223, H13 1.102
6 O 1.29628 -0.02359 1.50860  C5 1.223
7 H -0.54998 -0.17486 1.83055  O1 0.974
8 H -2.04838 -0.95826 -0.40210  C2 1.094
9 H -0.38781 -1.45853 -0.05404  C2 1.103
10 H -0.92451 1.49888 -0.14793  C3 1.097
11 H -0.86778 0.63112 -1.68768  C3 1.095
12 H 1.35318 0.53128 -1.58403  N4 1.007
13 H 2.66004 -0.25930 0.02365  C5 1.102

Properties
Total charge: 0
LUMO (eV): 0.69
DFT total energy (Eh): -323.7438
HOMO (eV): -9.95
Kohn-Sham gap (eV): 10.6
ΔE to the lowest compared entry with this formula, charge and spin (kcal/mol): 23.3